# 1
9
Properties=species:S:1:pos:R:3:forces:R:3:mulliken_spin:R:1 method="wB97M-V/def2-TZVPD" e_homo_ha="-0.149 / -0.171" s2=2.01 energy_ha=-548.24093 homo_lumo_gap_ev="8.05 / 6.74" charge=-1 de_lowest_kcal_mol=35.38 multiplicity=3
H -2.1976 0.3638 1.1277 0.252 1.065 1.860 0.013
N 1.7110 -0.7305 0.8792 -1.243 0.158 -0.002 -0.017
C 1.0212 0.3141 0.4034 2.131 -0.471 -0.922 0.960
H -2.7834 1.0035 -1.1107 -0.449 -0.427 -0.008 0.034
H -2.7603 -1.3985 -0.0003 -0.945 -1.165 -0.595 0.023
N 2.8104 -0.7487 0.1314 0.995 0.544 0.270 0.050
N 2.8473 0.3073 -0.6744 -0.849 -1.208 -0.087 0.043
Si -2.3328 -0.0604 -0.1822 1.057 0.474 -1.326 0.913
N 1.6844 0.9493 -0.5739 -0.949 1.031 0.811 -0.019

***

# 2
16
Properties=species:S:1:pos:R:3:forces:R:3:mulliken_charge:R:1 method="wB97M-V/def2-TZVPD" e_homo_ha=-0.419 energy_ha=-159.56716 homo_lumo_gap_ev=12.52 charge=0 de_lowest_kcal_mol=11.18 multiplicity=1
H -1.8666 1.1492 -1.7934 0.279 -0.485 0.084 0.310
C 1.5696 -2.2439 0.1889 0.288 -0.925 -0.299 -0.745
H 2.5260 -1.7310 0.0895 0.000 -0.093 -0.156 0.247
H 0.0646 2.7939 -1.1819 -0.278 -0.108 -0.472 0.264
H -1.6570 3.2354 -0.8480 0.601 0.462 0.548 0.277
H 0.8491 -0.3948 1.1962 0.421 -0.951 -0.428 0.220
H 0.7393 -1.7700 2.1882 0.509 -0.534 0.053 0.355
C 0.6872 -1.5122 1.1326 -0.688 2.861 1.716 -0.906
H -2.1424 0.8455 -0.0865 -0.027 0.685 -0.022 0.276
H -0.4432 2.5997 0.4329 -0.553 0.667 0.016 0.260
H 1.1052 -2.3572 -0.8026 0.297 0.059 0.286 0.253
H 1.7824 -3.2500 0.5931 -0.073 0.319 -0.404 0.270
C -0.8254 2.5674 -0.5949 -0.015 -0.591 0.648 -0.813
H -0.6347 0.3785 -0.6835 0.083 0.237 -0.574 0.043
C -1.3815 1.1724 -0.8102 -0.093 -0.863 -0.250 -0.630
H -0.3723 -1.4829 0.9795 -0.748 -0.739 -0.747 0.318

***

# 3
18
Properties=species:S:1:pos:R:3:forces:R:3:mulliken_charge:R:1 method="wB97M-V/def2-TZVPD" e_homo_ha=-0.324 energy_ha=-269.07686 homo_lumo_gap_ev=9.96 charge=0 de_lowest_kcal_mol=24.78 multiplicity=1
C 0.6393 1.6328 -0.1300 -0.168 0.904 -0.492 -0.362
C -0.7370 -1.8217 0.2108 -0.384 1.411 0.029 -0.528
N -1.2414 -2.7024 1.2666 -0.380 -1.073 -1.217 -0.628
H -2.1011 -2.3677 1.6958 0.257 0.613 -0.024 0.233
H 1.2092 2.1720 0.6507 0.237 -0.933 0.224 0.299
C 1.0968 2.2204 -1.4761 -1.268 0.800 -0.052 -1.061
H 0.2079 2.5395 -2.0451 0.148 -0.281 0.056 0.236
C -0.2862 -0.5051 0.7837 0.823 0.818 0.241 -0.584
H 0.1593 -2.1853 -0.2764 0.050 -0.861 0.056 0.333
H 1.5055 -0.2211 0.0092 0.288 0.315 -0.428 0.236
H 0.2998 -0.7052 1.6876 -0.287 -0.093 0.255 0.285
H -0.3715 2.0056 0.0434 -0.183 -0.288 0.004 0.310
H -1.1146 0.1415 1.0755 -0.088 0.038 -0.135 0.404
N 0.6003 0.1874 -0.1857 -0.477 -0.466 0.747 -0.329
H 1.6080 3.1682 -1.2874 0.554 -0.350 -0.324 0.292
H -1.4504 -1.5933 -0.6009 0.043 -0.245 0.184 0.253
H 1.5910 1.5077 -2.1274 0.568 0.077 0.244 0.352
H -1.6147 -3.4734 0.7055 0.269 -0.386 0.633 0.260